Record 1
ORCA calculation (ωB97M-V with the def2-TZVPD basis set) on C7H12 in the gas phase.

The geometry in ORCA input format:
```
! wB97M-V def2-TZVPD RIJCOSX def2/J DEFGRID3
* xyz 0 1
C -3.00 0.80 0.26
C -2.09 0.03 -0.70
C -0.66 0.01 -0.18
C 0.35 -0.73 -1.07
C 1.67 -0.63 -0.44
C 2.64 -0.41 0.26
C 3.74 -0.09 1.16
H -2.99 0.33 1.25
H -2.66 1.83 0.38
H -4.04 0.82 -0.09
H -2.46 -0.99 -0.83
H -2.12 0.50 -1.69
H -0.63 -0.45 0.81
H -0.30 1.04 -0.05
H 0.06 -1.78 -1.20
H 0.37 -0.29 -2.08
H 3.35 0.38 2.07
H 4.45 0.61 0.69
H 4.30 -0.98 1.45
*
```

SMILES	CC#CCCCC
E_tot	-273.8599	a.u.
HOMO-LUMO gap	0.3817	hartree

---

Record 2
ORCA calculation (ωB97M-V with the def2-TZVPD basis set) on C6H12N2 in the gas phase at a distorted geometry.

The geometry in ORCA input format:
```
! wB97M-V def2-TZVPD RIJCOSX def2/J DEFGRID3
* xyz 0 1
C -0.68 -0.25 0.37
C 0.03 -1.19 -0.44
C -0.63 -0.41 1.87
C -2.04 0.18 -0.14
C 0.60 0.99 -0.18
C 1.34 0.15 -1.31
N 1.28 1.51 0.80
N 2.61 -0.01 -1.16
H 2.28 1.42 0.63
H 3.07 -0.35 -2.00
H 0.80 -1.79 0.02
H -0.43 -1.60 -1.33
H -0.06 1.62 -0.79
H 0.87 0.17 -2.30
H -2.32 1.14 0.30
H 0.36 -0.72 2.20
H -0.84 0.54 2.36
H -1.38 -1.14 2.20
H -2.81 -0.54 0.16
H -2.07 0.27 -1.23
*
```

E_tot	-345.1533	a.u.
HOMO-LUMO gap (alpha / beta)	0.2757 / 0.2878	hartree

---

Record 3
ORCA calculation (ωB97M-V with the def2-TZVPD basis set) on a molecular structure, C8H14F6Ni2O8 at a distorted geometry.

The geometry in ORCA input format:
```
! wB97M-V def2-TZVPD RIJCOSX def2/J DEFGRID3
* xyz 0 5
Ni -0.89 3.57 30.80
Ni -2.50 2.86 28.91
O -2.39 4.54 29.80
H -2.81 5.36 30.05
O 0.59 4.70 31.13
H 1.17 5.09 31.78
O -2.29 2.02 30.61
H -2.79 1.76 31.38
O -0.58 2.81 28.90
H 0.25 2.72 28.43
C 4.27 2.27 31.63
C 2.81 2.37 31.33
O 2.21 1.07 31.48
C 0.92 1.02 31.66
O 0.19 1.93 31.90
C 0.38 -0.41 31.46
F 0.36 -0.69 30.15
F 1.18 -1.32 32.06
F -0.83 -0.55 31.95
H 4.46 2.16 32.70
H 4.80 3.15 31.27
H 4.72 1.42 31.12
H 2.61 2.79 30.34
H 2.26 3.12 31.92
C -5.68 6.09 32.86
C -4.18 5.88 33.05
O -3.99 4.73 33.88
C -2.92 3.99 33.67
O -2.00 4.24 32.96
C -2.97 2.70 34.51
F -2.63 1.66 33.74
F -2.09 2.79 35.51
F -4.18 2.47 35.01
H -5.84 6.83 32.08
H -6.11 6.48 33.79
H -6.21 5.16 32.63
H -3.75 6.77 33.51
H -3.68 5.76 32.10
*
```

E_tot	-4530.9511	a.u.
<S²>	6.01
HOMO-LUMO gap (alpha / beta)	0.2693 / 0.2647	hartree

---

Record 4
ORCA calculation (ωB97M-V with the def2-TZVPD basis set) on a molecular structure, C30H34Br49F3N4O5P at a distorted geometry.

The geometry in ORCA input format:
```
! wB97M-V def2-TZVPD RIJCOSX def2/J DEFGRID3
* xyz 1 1
C 0.27 4.75 0.14
C -1.08 3.95 0.04
O -1.05 2.87 -0.91
C 0.03 1.98 -0.64
N -0.26 0.59 -1.03
C 0.47 0.03 -2.07
N 1.45 0.80 -2.80
C 0.27 -1.37 -2.50
Br 1.35 -2.12 -3.95
C -0.74 -2.18 -1.81
C -0.93 -3.67 -2.24
O -1.37 -4.03 -3.28
O -0.51 -4.63 -1.31
C 0.94 -4.55 -1.16
C 1.39 -4.30 0.34
C 2.51 -3.22 0.38
F 3.68 -3.35 -0.35
C 2.40 -2.05 1.10
F 1.25 -1.33 1.04
F 3.44 -1.60 1.85
C -1.51 -1.52 -0.73
P -2.80 -2.59 0.14
N -4.28 -2.03 0.01
C -1.25 -0.12 -0.34
C -2.12 0.47 0.80
O -2.14 -0.32 2.01
N -0.87 -0.58 2.49
O -0.99 -1.42 3.31
H 1.06 4.24 0.77
H 0.75 4.94 -0.86
H 0.11 5.76 0.63
H -1.89 4.70 -0.20
H -1.31 3.56 1.08
H 0.18 1.98 0.48
H 0.96 2.40 -1.07
H 2.39 0.41 -2.62
H 1.22 0.65 -3.79
H 1.41 -3.75 -1.79
H 1.34 -5.53 -1.54
H 1.89 -5.26 0.68
H 0.53 -4.03 1.02
H -2.39 -2.63 1.52
H -2.78 -3.93 -0.39
H -4.82 -2.78 -0.44
H -1.88 1.53 1.08
H -3.18 0.49 0.42
C 5.70 0.94 2.24
Br 7.57 0.47 2.15
Br 5.20 1.57 4.00
Br 5.20 2.21 0.86
H 5.13 0.04 2.06
C -5.61 -6.40 -1.04
Br -3.77 -5.91 -1.41
Br -6.77 -4.85 -0.99
Br -6.26 -7.73 -2.28
H -5.63 -6.85 -0.06
C -4.68 2.60 3.63
Br -2.86 3.16 3.23
Br -5.89 4.10 3.70
Br -5.29 1.24 2.40
H -4.66 2.16 4.62
C 11.08 1.05 0.44
Br 10.80 0.93 -1.47
Br 11.88 -0.57 1.15
Br 12.09 2.62 0.93
H 10.10 1.14 0.90
C 7.48 -3.81 -1.03
Br 7.30 -3.09 -2.82
Br 7.42 -2.42 0.31
Br 6.16 -5.17 -0.67
H 8.46 -4.28 -0.98
C 2.71 7.19 1.66
Br 1.40 7.66 0.32
Br 2.00 7.37 3.45
Br 3.45 5.43 1.35
H 3.53 7.90 1.57
C -5.85 -10.03 -6.13
Br -5.93 -11.87 -6.72
Br -7.43 -9.56 -5.07
Br -4.23 -9.65 -5.14
H -5.84 -9.42 -7.01
C 2.16 11.59 -0.26
Br 1.32 12.22 1.37
Br 2.24 12.97 -1.61
Br 3.90 10.81 0.08
H 1.53 10.80 -0.65
C 16.67 2.68 1.15
Br 16.48 3.41 -0.63
Br 16.60 4.06 2.50
Br 15.38 1.28 1.49
H 17.65 2.23 1.21
C -2.46 13.54 3.01
Br -2.73 13.42 1.09
Br -1.64 11.94 3.72
Br -1.47 15.13 3.50
H -3.44 13.63 3.46
C -9.36 -10.19 -1.58
Br -9.94 -12.04 -1.57
Br -10.62 -9.05 -2.51
Br -8.99 -9.55 0.20
H -8.43 -10.16 -2.14
C -8.38 -8.36 -9.03
Br -6.93 -7.58 -10.06
Br -9.20 -9.85 -9.95
Br -7.81 -8.85 -7.21
H -9.15 -7.59 -8.92
C -1.97 -1.41 7.26
Br -0.13 -1.96 7.06
Br -2.37 -0.85 9.07
Br -2.46 -0.06 5.97
H -2.59 -2.28 7.05
C 9.37 -7.94 0.97
Br 9.02 -7.72 -0.92
Br 9.11 -6.29 1.94
Br 8.33 -9.39 1.72
H 10.41 -8.21 1.07
C -5.74 14.17 -1.47
Br -6.08 14.41 -3.36
Br -6.05 15.80 -0.47
Br -6.74 12.68 -0.75
H -4.69 13.93 -1.37
C -9.30 -0.16 3.62
Br -9.13 1.41 2.51
Br -8.67 -1.75 2.72
Br -8.44 0.08 5.34
H -10.36 -0.31 3.81
*
```

E_tot	-128525.5362	a.u.
HOMO-LUMO gap	0.2109	hartree

---

Record 5
ORCA calculation (ωB97M-V with the def2-TZVPD basis set) on a molecular structure, C25H22AuClN6 at a distorted geometry.

The geometry in ORCA input format:
```
! wB97M-V def2-TZVPD RIJCOSX def2/J DEFGRID3
* xyz 2 1
Au -0.03 1.38 1.03
C -3.29 -4.17 2.93
C -2.48 -2.90 2.92
C -1.22 -2.84 3.48
C -0.45 -1.68 3.43
C -0.94 -0.54 2.85
N -0.23 0.75 2.83
C 0.85 0.99 3.73
C 0.49 1.20 5.06
C 1.43 1.54 6.01
C 2.78 1.72 5.66
C 3.80 2.16 6.67
C 3.13 1.52 4.34
C 2.17 1.13 3.40
N 2.61 0.82 2.09
C 3.78 0.30 1.72
C 3.85 0.31 0.33
C 2.65 0.85 -0.08
N 1.91 1.17 1.00
C -2.17 -0.60 2.31
C -2.95 -1.76 2.32
N -2.71 0.60 1.77
C -3.96 1.05 1.86
C -4.07 2.22 1.12
C -2.82 2.43 0.59
N -2.00 1.43 0.98
H -2.97 -4.84 3.72
H -3.18 -4.70 1.98
H -4.35 -3.97 3.06
H -0.82 -3.73 3.96
H 0.54 -1.66 3.87
H -0.55 1.10 5.33
H 1.12 1.68 7.03
H 3.48 1.91 7.68
H 3.95 3.24 6.63
H 4.76 1.68 6.49
H 4.15 1.66 4.03
H 4.49 -0.03 2.45
H 4.65 -0.04 -0.29
H 2.26 1.01 -1.08
H -3.93 -1.77 1.85
H -4.69 0.52 2.46
H -4.94 2.83 0.99
H -2.46 3.23 -0.03
Cl -1.67 1.52 -4.35
C -0.75 2.28 -3.12
C -0.04 3.45 -3.36
C 0.68 4.02 -2.33
C 0.69 3.41 -1.09
N 0.00 2.28 -0.87
C -0.71 1.72 -1.86
H -0.06 3.91 -4.35
H 1.24 4.93 -2.48
H 1.24 3.82 -0.25
H -1.26 0.81 -1.64
*
```

E_tot	-1889.7202	a.u.
HOMO-LUMO gap	0.2701	hartree

---

Record 6
ORCA calculation (ωB97M-V with the def2-TZVPD basis set) on a molecular structure, C29H57Cl17O5S at a distorted geometry.

The geometry in ORCA input format:
```
! wB97M-V def2-TZVPD RIJCOSX def2/J DEFGRID3
* xyz 0 1
C 4.73 -3.57 1.35
O 5.34 -3.43 0.07
C 4.45 -2.92 -0.90
C 4.43 -1.38 -0.93
C 3.14 -0.85 -1.55
C 3.26 0.61 -2.02
C 2.90 1.64 -0.92
C 1.40 2.01 -0.93
C 0.56 1.13 0.02
C -0.71 0.54 -0.65
C -1.47 -0.30 0.41
C -2.93 -0.60 0.04
C -3.16 -1.97 -0.56
Cl -2.82 -3.29 0.62
C -2.39 -2.36 -1.83
O -2.98 -3.68 -2.11
S -4.58 -3.39 -1.98
O -5.34 -4.35 -1.22
O -5.11 -3.15 -3.28
O -4.52 -2.03 -1.06
H 4.52 -4.61 1.61
H 5.43 -3.18 2.10
H 3.83 -2.96 1.39
H 3.43 -3.32 -0.78
H 4.80 -3.28 -1.88
H 5.30 -1.07 -1.52
H 4.61 -0.99 0.08
H 2.95 -1.47 -2.43
H 2.31 -0.97 -0.84
H 2.61 0.77 -2.87
H 4.28 0.79 -2.36
H 3.21 1.32 0.08
H 3.45 2.56 -1.14
H 1.01 2.02 -1.95
H 1.33 3.03 -0.55
H 0.23 1.70 0.89
H 1.13 0.28 0.40
H -0.40 -0.12 -1.47
H -1.33 1.37 -0.99
H -0.88 -1.19 0.63
H -1.50 0.32 1.31
H -3.51 -0.56 0.96
H -3.33 0.15 -0.64
H -1.32 -2.36 -1.66
H -2.74 -1.77 -2.69
Cl -1.14 4.75 -1.65
C -1.27 5.96 -0.35
C -0.61 5.51 0.92
Cl -1.47 4.14 1.68
H -2.33 6.17 -0.19
H -0.79 6.87 -0.71
H -0.60 6.32 1.65
H 0.42 5.19 0.75
Cl 2.89 5.00 1.39
C 3.10 6.31 2.58
C 2.79 5.87 3.98
Cl 1.05 5.53 4.21
H 2.45 7.14 2.29
H 4.13 6.64 2.51
H 3.05 6.66 4.68
H 3.34 4.97 4.25
Cl -0.85 1.30 4.33
C -2.42 1.98 4.84
C -3.58 1.14 4.37
Cl -3.77 1.22 2.60
H -2.48 3.00 4.46
H -2.41 2.01 5.93
H -4.50 1.51 4.80
H -3.45 0.10 4.65
Cl -3.91 -7.99 0.63
C -4.81 -7.62 -0.87
C -5.30 -8.87 -1.56
Cl -3.96 -9.83 -2.25
H -4.17 -7.03 -1.51
H -5.66 -7.01 -0.57
H -5.95 -8.59 -2.39
H -5.85 -9.51 -0.88
Cl 4.25 -0.41 -4.86
C 3.74 0.24 -6.44
C 3.49 1.73 -6.39
Cl 2.06 2.15 -5.43
H 2.85 -0.30 -6.75
H 4.54 0.03 -7.14
H 3.31 2.10 -7.40
H 4.35 2.26 -5.98
Cl -9.50 -3.05 2.37
C -8.29 -3.02 1.06
C -6.89 -2.82 1.58
Cl -6.66 -1.18 2.25
H -8.57 -2.24 0.36
H -8.35 -3.99 0.56
H -6.18 -2.93 0.77
H -6.65 -3.53 2.37
Cl 1.96 9.66 2.63
C 0.38 10.28 3.18
C -0.75 9.37 2.76
Cl -1.01 9.39 0.99
H 0.26 11.28 2.79
H 0.42 10.33 4.27
H -1.68 9.71 3.22
H -0.57 8.35 3.06
Cl 6.34 -6.65 1.17
C 5.70 -6.56 -0.49
C 6.06 -7.77 -1.31
Cl 7.81 -7.84 -1.66
H 6.07 -5.64 -0.93
H 4.61 -6.49 -0.40
H 5.55 -7.73 -2.26
H 5.79 -8.69 -0.80
*
```

E_tot	-9736.8184	a.u.
HOMO-LUMO gap	0.3622	hartree